{
  "formula": "C7H9F4O2P",
  "method": "ωB97M-V/def2-TZVPD",
  "homo_lumo_gap_ev": [5.86, 7.05],
  "e_lumo_ev": [-0.876, -0.347],
  "homo_energy_ev": [-6.7342, -7.3927],
  "e_above_lowest_kcal_mol": 81.74,
  "symbols": ["C", "C", "C", "C", "C", "C", "C", "O", "O", "F", "F", "F", "F", "P", "H", "H", "H", "H", "H", "H", "H", "H", "H"],
  "xyz": [[0.2680, -1.6961, -0.2425], [1.2918, -0.8770, 0.1536], [-0.8449, -2.0724, 0.4199], [2.7509, 1.6994, -0.6040], [3.2112, 0.3759, -0.2233], [-2.3947, -0.1063, -0.2342], [-2.1424, 1.0727, 0.5959], [-1.6633, -2.6862, 0.9954], [2.2949, -0.5825, -0.6095], [-1.7579, 0.1621, -1.4907], [-0.8355, 1.5729, 0.6054], [-2.2683, 0.7625, 1.9499], [-2.8067, 2.2048, 0.3233], [-4.0691, -0.7980, -0.1550], [0.0850, -1.6154, -1.3494], [1.3902, -0.7755, 1.1859], [3.4893, 2.3821, -1.0568], [1.9485, 1.5747, -1.3808], [2.3352, 2.1991, 0.2454], [3.3643, 0.3046, 0.8958], [4.1292, 0.1632, -0.5693], [-3.7882, -2.1004, -0.5918], [-3.9874, -1.1641, 1.1371]]
}